# 1
Entry from OMol25: 2 unconnected molecules or ions with the total composition C8H12Si2 at a distorted geometry (ωB97M-V with the def2-TZVPD basis set).

Last column: Löwdin charge in e.
Geometry (Å):
1 H 1.4122 1.9856 -3.3017  0.063
2 H 2.0775 -2.1237 -2.4948  -0.114
3 C -0.5090 -1.2170 1.9112  -0.104
4 H 0.1050 -1.9086 1.4276  0.069
5 C 2.3700 1.4740 -3.5231  -0.104
6 Si -0.0910 0.2622 -0.6013  0.657
7 H -1.2617 0.6771 -1.3787  -0.123
8 H 1.2033 1.1576 -0.5689  -0.087
9 H -2.8920 1.3483 3.4350  0.071
10 H 3.1354 2.1151 -3.6018  0.006
11 C 2.6072 0.1795 -3.3971  -0.394
12 H -1.7606 2.0085 1.4774  0.109
13 C -1.1375 -1.4086 3.1288  -0.086
14 Si 1.2364 -0.9960 -3.0032  0.575
15 C -2.1354 -0.5361 3.6263  -0.056
16 H 3.6756 0.0420 -3.4403  0.050
17 C -2.3203 0.6631 2.9431  -0.095
18 H -2.5832 -0.6665 4.5537  0.079
19 H 0.2136 -1.7344 -3.8638  -0.097
20 H -0.9448 -2.3240 3.6401  0.089
21 C -1.6282 0.9690 1.7910  -0.140
22 C -0.7726 0.0329 1.2405  -0.369

The calculation puts the frontier orbital gap at 7.7 eV. The relative energy (zero: lowest compared OMol25 entry of this formula, charge and spin) comes out at 43.5 kcal per mole.

***

# 2
Entry from OMol25: a single C6H13P molecule at a distorted geometry (ωB97M-V with the def2-TZVPD basis set).

Last column: Löwdin charge in e.
Geometry (Å):
1 H -2.2373 0.6218 0.7586  0.070
2 H 0.8821 -2.3230 2.7004  -0.151
3 H -0.5813 -1.7751 -0.6739  0.045
4 H 1.6713 -0.2481 1.5363  0.058
5 P -0.2544 -1.6529 2.2377  0.838
6 C 0.6870 -0.6977 1.3217  -0.495
7 H -1.3783 2.2112 0.9498  0.078
8 H -1.4084 1.0137 2.2056  0.030
9 H -0.3464 1.3037 -1.3980  0.140
10 H 1.3629 0.1587 -2.4637  0.023
11 H 0.7143 1.4736 0.7229  0.105
12 C 1.4871 0.1349 -1.4556  -0.084
13 H -0.6712 -1.0891 -2.3969  0.093
14 H 2.2326 0.9553 -1.2077  0.101
15 H 1.8243 -0.8832 -1.2206  0.081
16 C 0.0515 0.3875 -0.8981  -0.434
17 H -1.8773 -0.5398 -1.2009  0.084
18 C -0.7857 -0.8746 -1.2748  -0.098
19 C -1.3659 1.1420 1.1636  -0.099
20 C -0.0069 0.6814 0.5936  -0.386

The SMILES is [H]/P=C/[C@H](C)C(C)C. The calculation puts the frontier orbital gap at 9.6 eV. The relative energy (zero: lowest compared OMol25 entry of this formula, charge and spin) comes out at 46.5 kcal per mole.

***

# 3
Entry from OMol25: a single Br2ClHNP molecule at a distorted geometry (ωB97M-V with the def2-TZVPD basis set).

Last column: Löwdin charge in e.
Geometry (Å):
1 Br 0.1762 -0.1569 2.5908  0.023
2 H -0.6917 1.5871 -0.9488  -0.016
3 Br 2.2042 -0.0524 -0.8513  0.218
4 Cl -0.5711 -2.0021 -0.2845  0.303
5 P 0.0109 -0.1619 -0.0052  -0.240
6 N -1.1285 0.7861 -0.5010  -0.288

The SMILES is N=P(Cl)(Br)Br. The calculation puts the frontier orbital gap at 7.9 eV. The relative energy (zero: lowest compared OMol25 entry of this formula, charge and spin) comes out at 0.0 kcal per mole.

***

# 4
Entry from OMol25: a molecular structure, C44H53NO14P3STeZr at a distorted geometry (ωB97M-V with the def2-TZVPD basis set).

Last column: Löwdin charge in e.
Geometry (Å):
1 H -0.2260 5.7874 -6.1815  0.100
2 O -4.1066 -2.6515 3.2158  -0.331
3 H 2.4017 1.9892 -5.4567  0.051
4 C 1.2900 3.7383 -7.0376  -0.063
5 C 4.7171 3.0909 -2.4918  -0.085
6 C 1.7687 -2.6671 1.8234  -0.511
7 H -0.6671 -2.8804 7.5120  0.071
8 C -1.5643 0.8925 -3.0199  -0.132
9 H -4.3444 6.1128 -0.5701  0.078
10 H -1.1281 -7.7507 2.5138  0.080
11 C 3.6460 1.7681 -0.7217  -0.091
12 P -2.6306 -3.2252 3.1330  0.834
13 C 3.7661 -2.1227 -1.7676  -0.393
14 C -1.1105 -6.6401 2.3861  -0.079
15 H -0.1806 -6.1694 2.7003  0.063
16 O 1.4191 -3.7987 2.2042  0.045
17 C 1.4820 1.6062 -5.0548  -0.032
18 C 5.2549 -2.5204 3.2064  -0.084
19 O 0.9229 -1.7622 1.3648  -0.256
20 C -6.4556 -2.4232 2.9725  -0.087
21 C -2.2602 -6.1261 3.2294  -0.285
22 H 0.0502 1.6469 -1.8647  0.126
23 H -3.9277 3.6817 -1.0388  0.089
24 H -2.0571 -5.9682 4.3125  0.112
25 H 1.1204 0.8734 -5.8171  0.091
26 H 3.0195 1.7300 0.1775  0.100
27 P 3.1280 -0.9578 -0.5596  1.130
28 H -3.1291 -6.8037 3.2016  0.105
29 O 1.1927 1.0039 2.5227  -0.474
30 C 4.9441 1.8323 -3.1267  -0.099
31 C -1.0473 -2.7312 5.2798  -0.289
32 H -7.4886 -2.5136 3.4435  0.088
33 O -1.6248 1.5976 1.4829  -0.475
34 H -5.4658 -2.8053 4.8951  0.108
35 C -2.3254 3.6840 3.9011  -0.272
36 H 5.7973 -0.3801 0.5170  0.118
37 H -2.6287 6.3343 -0.2341  0.080
38 H -2.3211 4.6631 4.2651  0.096
39 H -5.4695 -4.1865 3.7944  0.107
40 C 2.6992 -2.6322 -2.5204  -0.104
41 H 4.4619 -0.2174 -3.2843  0.096
42 Zr -0.2792 -0.0597 1.5243  1.956
43 C -1.9091 -0.1612 -2.0950  -0.053
44 H -0.1880 4.4424 -2.0582  0.117
45 O -2.7750 -4.8403 2.7969  -0.346
46 C 3.9433 -2.8455 2.9359  -0.016
47 H -2.0068 -3.8199 6.8327  0.054
48 H -0.4098 6.3972 -3.6753  0.106
49 H 5.5498 1.7625 -4.0538  0.107
50 C -1.0175 -3.4609 6.6471  -0.066
51 H -0.1650 -2.9281 4.6796  0.104
52 C -0.0290 5.0719 -5.3833  -0.075
53 H 5.7638 -2.9982 4.0114  0.093
54 H -3.6719 5.4505 0.9820  0.070
55 C -3.1822 -0.7623 -2.2421  0.010
56 O -2.1960 3.4629 -0.0093  -0.290
57 C -3.6230 0.6272 -4.1191  -0.092
58 C 3.2417 -2.2581 1.8598  -0.124
59 C 0.4976 3.8080 -5.7315  -0.244
60 C 3.9689 -1.4848 0.9682  -0.330
61 H -4.3804 0.9535 -4.8752  0.121
62 C 2.9906 -3.2218 -3.7581  -0.100
63 C 5.8980 -1.6034 2.3796  -0.069
64 O 0.2527 1.7440 4.6038  -0.297
65 O -2.2580 -3.1574 4.6949  -0.320
66 C 0.5149 2.7511 -4.7608  -0.152
67 H 1.0029 4.6618 -7.5466  0.060
68 O -2.6138 3.8459 2.4844  -0.323
69 P -2.6164 2.7270 1.3372  0.194
70 C 4.2889 -3.4478 -4.0848  -0.120
71 C -4.0569 -0.3306 -3.2301  -0.086
72 N -0.6130 1.9040 -2.6362  0.110
73 H -6.4635 -2.9013 2.0313  0.047
74 H 2.0899 -3.5183 -4.3677  0.122
75 H -1.1188 -1.6522 5.4507  0.099
76 C 5.2336 -1.0265 1.2470  -0.082
77 C 3.8860 0.5479 -1.3556  -0.336
78 C -0.2446 5.3790 -4.0419  -0.091
79 C 5.1137 -2.4598 -2.0412  -0.078
80 H 1.6953 -2.6918 -2.1036  0.102
81 H 6.9424 -1.3528 2.5997  0.097
82 Te -5.0121 2.0576 1.4705  0.226
83 H -4.9996 -0.7892 -3.3363  0.088
84 H -6.2410 -1.3392 2.8190  0.070
85 H -4.2644 3.0095 4.3483  0.030
86 H -0.3961 -4.3651 6.5848  0.066
87 C 4.1094 2.9980 -1.2639  -0.098
88 H 4.4993 -3.9356 -5.0368  0.101
89 H 1.7632 1.0201 -4.1455  0.082
90 O 1.7508 -0.2939 4.5688  -0.274
91 O 0.0278 0.3080 -0.7132  -0.138
92 H 0.8673 2.8556 -7.6347  0.101
93 S 0.7811 0.5678 3.9599  0.357
94 C 4.4235 0.6588 -2.6467  -0.115
95 H 3.9628 3.8720 -0.6615  0.092
96 H 6.3718 -3.1753 -3.6007  0.102
97 H -3.1283 2.8579 5.7121  0.090
98 H 3.4863 -3.6025 3.5886  0.126
99 O -0.4622 -0.3464 3.6289  -0.488
100 C -3.0647 4.3738 -0.7881  -0.276
101 H 4.9699 4.0668 -2.9118  0.100
102 H -2.0537 1.9343 -4.8114  0.107
103 H 2.3777 3.6429 -6.8403  0.082
104 H 5.9599 -2.1831 -1.3756  0.119
105 C -2.3833 1.1983 -4.0965  -0.032
106 H -3.0602 1.7096 4.2656  0.077
107 C -0.1691 4.3255 -3.1499  -0.045
108 C 5.3434 -3.0697 -3.2543  -0.105
109 H -3.5157 -1.4243 -1.4747  0.114
110 O -1.5233 -1.0531 0.0488  -0.143
111 C -5.3652 -3.0889 3.8381  -0.243
112 C -3.2285 2.7572 4.6134  -0.125
113 C -0.2198 2.9675 -3.5401  -0.185
114 C -1.0392 -0.3419 -0.9262  -0.545
115 H -2.5103 4.6313 -1.6904  0.088
116 H -1.2897 3.3336 4.0283  0.096
117 H -1.2668 -6.4313 1.3184  0.081
118 C -3.4804 5.6405 -0.0998  -0.090

As for the total charge: -1. The calculation puts the frontier orbital gap at 6.5 eV. The relative energy (zero: lowest compared OMol25 entry of this formula, charge and spin) comes out at 50.8 kcal per mole.

***

# 5
Entry from OMol25: a molecular structure, C41H40FeN5S4Se (ωB97M-V with the def2-TZVPD basis set).

Last column: Löwdin spin population.
Geometry (Å):
1 N -0.7617 -5.3646 1.7618  0.011
2 H 0.7244 0.2156 -5.4131  0.002
3 C 0.7862 1.1874 4.0046  0.011
4 H -2.7188 -1.6245 -0.9600  0.000
5 H 0.2013 -0.6150 -3.9647  0.005
6 N -1.9641 -3.5620 0.7859  0.009
7 H -0.6721 -0.8592 -5.4907  0.000
8 Se 0.1523 1.1177 -1.8996  0.713
9 H 7.0690 3.9002 3.1703  0.000
10 H -4.0372 -5.6273 2.4405  0.000
11 H -4.3557 -2.8414 -2.3768  0.000
12 C 6.4295 3.0313 3.0805  0.000
13 C 4.7149 1.8198 1.9044  0.001
14 C -1.8469 2.7858 -3.0417  0.046
15 C -0.1571 -0.1287 -4.8650  0.011
16 C -1.8907 -5.8607 2.2494  0.001
17 C 3.2175 -2.8298 -3.7126  -0.009
18 H -3.4855 -4.2976 -4.2165  0.000
19 C 0.8497 -2.9754 -3.1156  0.013
20 C 5.5338 2.9317 2.0206  0.000
21 H 4.0539 -1.1171 3.5146  0.004
22 C -1.0573 1.0285 -4.5337  0.047
23 H -2.6537 -7.3015 3.6597  0.000
24 S 0.7043 -3.6128 0.4615  0.144
25 C -1.7539 3.7272 3.8896  0.002
26 C -1.5139 1.3197 3.1870  0.012
27 N 2.4674 -0.0063 2.7612  0.149
28 C -2.3924 -2.2462 -1.7815  0.003
29 C -1.4435 -3.8123 -3.8064  0.004
30 C 0.2198 0.0932 1.9251  0.222
31 H -4.2625 3.9412 -6.0314  0.000
32 H 4.1781 -2.9453 -4.1918  -0.001
33 H -1.9040 5.7997 4.4273  0.000
34 H -0.4140 4.9699 0.5005  0.000
35 H -2.6347 4.2696 -1.7080  0.000
36 C 1.5999 -0.1439 1.7261  0.192
37 C -1.4120 2.8038 2.9082  0.007
38 H -1.0334 -4.4256 -4.5976  0.000
39 H 3.6757 -1.5728 -2.0317  0.000
40 S 1.8419 -3.6154 -4.3704  0.006
41 H -4.3244 2.3139 -6.7165  0.003
42 C 5.6765 0.9013 3.9035  0.001
43 C -1.9135 1.5126 -5.5134  -0.009
44 C 4.7826 0.7940 2.8472  0.006
45 H -1.9317 1.0166 -6.4794  -0.001
46 H -3.0826 3.4414 -7.2461  0.003
47 C -1.0170 1.6686 -3.2808  0.069
48 H -2.0342 2.8240 -0.8880  0.005
49 H -2.1932 0.8320 2.4935  0.000
50 H 4.0471 -0.9185 1.7693  0.001
51 H -0.6480 2.5496 0.9157  0.003
52 S 2.2206 -0.5752 0.1623  0.088
53 H -3.3376 4.0766 -3.8564  -0.001
54 C -0.7950 4.6226 1.4528  0.000
55 C -0.5917 -3.0764 -2.9913  0.005
56 C 1.9391 0.2255 4.0916  0.009
57 C -3.2961 -2.9302 -2.5700  0.004
58 C -1.6300 5.0919 3.6550  0.000
59 H -0.8779 -7.1511 3.6126  0.000
60 H 2.7306 0.6554 4.7063  0.001
61 H 5.7335 0.1057 4.6388  0.000
62 N -0.2157 0.6560 3.0960  0.152
63 H -3.9971 -3.5319 1.0665  0.000
64 C -0.9283 3.2620 1.6848  0.001
65 H -2.1232 3.3759 4.8472  0.000
66 C 2.9250 -2.1208 -2.5852  -0.004
67 H 4.0142 1.7380 1.0793  0.001
68 N -1.0758 -2.3143 -1.9862  0.004
69 H 1.6203 -0.7228 4.5393  0.004
70 H 7.1946 2.0879 4.8483  0.000
71 C -3.6543 3.1066 -6.3783  0.009
72 C -2.6908 3.2269 -4.0489  -0.005
73 Fe 0.4109 -1.5354 -0.7581  2.845
74 C 3.8697 -0.4018 2.7083  0.013
75 C -3.1140 -5.2316 2.0392  0.003
76 H -1.9009 1.1659 4.1965  0.002
77 H 1.1415 2.1659 3.6610  0.004
78 H -0.8917 3.9856 -1.5380  0.003
79 C -2.7383 2.6076 -5.2943  0.050
80 C 1.5485 -2.2030 -2.2261  -0.100
81 H 5.4771 3.7222 1.2827  0.000
82 C -3.0805 -4.0765 1.2846  0.000
83 C -0.8200 -4.2232 1.0467  0.022
84 C 6.5005 2.0155 4.0205  0.000
85 S -0.9452 -0.3952 0.7436  0.189
86 C -1.1472 5.5411 2.4352  0.001
87 C -1.8566 3.5065 -1.7194  0.012
88 H -1.7263 -7.9848 2.3175  0.000
89 C -1.7882 -7.1475 3.0160  0.000
90 H -1.0414 6.6025 2.2490  0.000
91 C -2.8057 -3.7353 -3.5890  0.005
92 H 0.3273 1.3210 4.9851  0.001

The calculation puts the frontier orbital gap (alpha / beta) at 6.4 / 5.3 eV. The relative energy (zero: lowest compared OMol25 entry of this formula, charge and spin) comes out at 2.0 kcal per mole. Its spin multiplicity is 6.

***

# 6
Entry from OMol25: a molecular structure, C28H25ClCoOSi at a distorted geometry (ωB97M-V with the def2-TZVPD basis set).

Last column: Löwdin spin population.
Geometry (Å):
1 H -4.8628 2.0772 4.8332  0.000
2 O -0.8675 -1.6278 0.8424  0.006
3 H -0.5105 2.6722 1.1985  0.001
4 C 0.2927 1.9189 1.2121  0.025
5 H 1.4891 0.6331 -3.7850  0.003
6 C -0.7022 -3.7596 5.1338  0.000
7 Co 1.2261 -0.4635 -1.4325  2.463
8 C -4.2910 -0.0021 4.6583  0.000
9 C 1.9380 -0.0802 -3.1084  0.036
10 H -0.9019 -5.8163 5.7605  0.000
11 H 3.7094 1.0478 -2.3909  0.006
12 C 3.4267 -1.0134 -1.6253  0.124
13 H -2.5355 1.0066 1.3089  0.001
14 H 1.2344 2.1466 -0.8186  0.002
15 H 0.8538 -2.0527 -3.5178  0.001
16 C -3.6169 -0.9662 3.9006  0.000
17 H -0.1576 -3.4406 6.0277  0.000
18 C -2.9774 -0.5952 2.7070  0.000
19 C 0.5131 0.9430 2.2527  0.011
20 H -0.0293 0.8922 3.2072  0.000
21 C -2.1539 -4.5327 2.8486  0.000
22 H -0.7174 -1.7694 4.2629  0.000
23 C 2.4563 -2.0053 -1.9400  0.036
24 Si -2.1502 -1.9283 1.6997  0.000
25 H -6.8374 -2.2815 -0.0614  0.000
26 Cl -0.8771 -0.0144 -1.9879  0.130
27 C -1.1282 -5.0801 4.9864  0.000
28 H -5.0847 -1.2859 1.3989  0.000
29 H 2.4804 -3.0517 -1.6161  0.005
30 C -1.7603 -3.2116 3.0276  0.000
31 H -4.7731 -0.3195 5.5869  0.000
32 H -3.9225 -5.0147 -1.7316  0.000
33 H -3.5761 -2.0111 4.2341  0.000
34 C 1.5643 0.0875 1.8574  0.022
35 C -1.8341 -5.4639 3.8448  0.000
36 C -5.4993 -3.6901 -1.0160  0.000
37 C -3.6906 1.6922 3.0393  0.000
38 C -5.8181 -2.6723 -0.1058  0.000
39 H 3.0259 0.3050 0.1585  0.001
40 C -3.0053 0.7393 2.2656  0.000
41 H -2.7789 -4.8028 1.9851  0.000
42 H -3.7489 2.7231 2.6797  0.000
43 C -3.5517 -2.6351 0.6956  0.000
44 C 1.6304 -1.4991 -2.9839  0.023
45 C -4.1867 -4.1999 -1.0473  0.000
46 C 1.2093 1.6770 0.1697  0.014
47 C -4.8476 -2.1228 0.7461  0.000
48 C -4.3274 1.3333 4.2363  0.000
49 C -3.2050 -3.6399 -0.2300  0.000
50 H -2.1661 -3.9495 -0.3211  0.000
51 H -6.2644 -4.1095 -1.6789  0.000
52 H 4.3392 -1.2024 -1.0800  0.009
53 H 1.9821 -0.7859 2.3701  0.001
54 H -2.1796 -6.4883 3.7149  0.000
55 C 2.0023 0.4974 0.5392  0.016
56 C 3.1080 0.1570 -2.3163  0.062
57 C -1.0059 -2.8206 4.1409  0.000

As for the total charge: -2. The calculation puts the frontier orbital gap (alpha / beta) at 5.6 / 5.6 eV. The relative energy (zero: lowest compared OMol25 entry of this formula, charge and spin) comes out at 0.0 kcal per mole. Its spin multiplicity is 4.